10
Properties=species:S:1:pos:R:3:lowdin_charge:R:1 method="wB97M-V/def2-TZVPD" homo_lumo_gap_ha=0.2031 e_homo_ha=0.1046 lumo_ev=8.37 charge=-2 e_above_lowest_kj_mol=236.96 total_energy_ev=-10110.980
N -1.116 1.270 -0.026 -0.1091
N 1.092 -1.396 0.035 -0.1346
N -0.930 -0.050 -0.579 -0.3603
N 0.928 -0.142 -0.635 -0.3367
O -1.432 -1.018 0.259 -0.4871
O 1.279 0.996 0.084 -0.5021
H -0.944 1.873 -0.818 -0.0008
H -0.254 1.373 0.513 -0.0400
H 1.343 -1.167 0.948 -0.0488
H 0.035 -1.739 0.219 0.0194



11
Properties=species:S:1:pos:R:3:lowdin_charge:R:1 method="wB97M-V/def2-TZVPD" homo_lumo_gap_ha="0.1467 / 0.1306" e_homo_ha="-0.2430 / -0.2344" lumo_ev="-2.62 / -2.82" charge=0 e_above_lowest_kj_mol=649.71 total_energy_ev=-22788.073
C -0.401 -1.298 0.451 -0.5301
C -1.589 -0.468 0.306 -0.0457
O -1.571 -1.637 -0.304 -0.0149
P 1.101 -1.044 -0.702 0.8137
P 0.638 2.527 0.142 0.4447
H -0.325 -1.899 1.449 0.1367
H -1.817 0.564 0.006 0.0734
H 1.992 -1.956 0.063 -0.0848
H 1.582 0.097 0.000 -0.1985
H -0.196 1.565 -0.634 -0.2755
H 0.585 3.549 -0.776 -0.3190



28
Properties=species:S:1:pos:R:3:lowdin_charge:R:1 method="wB97M-V/def2-TZVPD" homo_lumo_gap_ha=0.3585 smiles="C[C@H](N)C(=O)N1C[C@H](F)C[C@H]1B(O)O" e_homo_ha=-0.3374 lumo_ev=0.58 charge=0 total_energy_ev=-20005.810
O 1.617 -1.035 -0.243 0.0528
F -1.412 3.520 0.142 0.0115
O -0.328 0.015 3.519 0.1827
O 1.082 -1.525 2.472 0.1766
B 0.481 -0.284 2.490 -0.6164
C 0.544 -0.614 -0.601 -0.3991
N -0.112 0.313 0.194 0.0018
N 0.490 -0.344 -3.037 0.0506
C -1.229 1.172 -0.278 -0.0389
C -0.083 2.226 1.692 -0.0415
C 0.335 -2.623 -2.035 -0.0558
C -1.314 2.323 0.760 -0.3058
C 0.593 0.883 1.349 -0.1376
C -0.024 -1.145 -1.919 -0.3638
H -0.494 -0.850 3.921 0.1210
H 1.459 -1.559 1.589 0.0618
H 1.493 -0.374 -3.028 0.0728
H 0.161 -0.727 -3.924 0.0801
H -0.972 1.512 -1.287 0.1267
H -2.176 0.627 -0.329 0.1213
H 0.598 3.052 1.484 0.1245
H -0.365 2.215 2.753 0.1127
H 0.398 -2.931 -3.086 0.0768
H 1.329 -2.709 -1.611 0.0680
H -0.356 -3.328 -1.507 0.0952
H -2.225 2.226 1.367 0.1490
H 1.637 0.994 1.086 0.1373
H -1.127 -1.028 -1.936 0.1358



50
Properties=species:S:1:pos:R:3:lowdin_charge:R:1 method="wB97M-V/def2-TZVPD" homo_lumo_gap_ha="0.2286 / 0.2352" e_homo_ha="-0.5311 / -0.5311" lumo_ev="-8.23 / -8.05" multiplicity=5 charge=+2 total_energy_ev=-51844.127
C 2.191 -1.639 3.244 -0.1195
C 3.033 -0.519 2.471 -0.2313
C 2.906 -0.559 0.873 -0.2014
C 1.452 -0.956 0.316 -0.3264
P 0.801 0.159 -1.088 0.8329
C -1.082 0.487 -1.438 -0.2077
C -2.040 -0.049 -0.234 -0.3428
C -2.908 1.079 0.509 -0.1076
C -3.394 0.429 1.947 -0.1462
O -3.916 -0.927 1.626 -0.1341
C 0.831 -1.279 -2.357 -0.3173
O -0.290 -2.224 -2.206 -0.2746
C -0.519 -2.786 -3.528 -0.4019
C -1.332 -2.067 -4.696 0.0203
O -0.005 -3.901 -3.743 0.1233
C 0.764 1.726 0.007 -0.3088
C 1.210 3.122 -0.467 -0.0413
C 1.105 4.307 0.474 -0.1033
N 0.637 4.411 1.811 0.0644
C 0.280 3.100 2.219 -0.1213
C 0.297 1.777 1.480 -0.0812
H 2.518 -1.783 4.337 0.1016
H 1.103 -1.239 3.316 0.0553
H 2.118 -2.644 2.709 0.0786
H 2.841 0.550 2.819 0.1128
H 4.144 -0.728 2.710 0.1276
H 3.243 0.441 0.412 0.1232
H 3.657 -1.342 0.496 0.1311
H 1.559 -2.015 -0.142 0.0883
H 0.623 -1.027 1.119 0.0211
H 1.765 0.845 -1.936 0.0895
H -1.383 0.135 -2.480 0.0939
H -1.176 1.637 -1.451 0.1181
H -2.819 -0.792 -0.733 0.1148
H -1.461 -0.657 0.568 -0.0691
H -2.359 2.059 0.693 0.1250
H -3.884 1.351 -0.040 0.1517
H -2.512 0.257 2.656 0.1279
H -4.250 1.009 2.422 0.1505
H -3.297 -1.620 1.972 0.0462
H 1.830 -1.842 -2.324 0.1326
H 0.764 -0.821 -3.412 0.1178
H -2.155 -1.388 -4.265 0.0922
H -1.726 -2.783 -5.495 0.1214
H -0.578 -1.380 -5.239 0.1131
H 1.608 3.262 -1.527 0.1029
H 1.459 5.314 0.036 0.1255
H -0.116 3.052 3.302 0.1195
H -0.052 0.824 2.000 0.0721
Sm -1.488 -2.368 0.259 1.6407



14
Properties=species:S:1:pos:R:3:lowdin_charge:R:1 method="wB97M-V/def2-TZVPD" homo_lumo_gap_ha=0.3058 smiles="CSC(=S)[C@H](C)F" e_homo_ha=-0.3230 lumo_ev=-0.47 charge=0 e_above_lowest_kj_mol=155.28 total_energy_ev=-28647.390
C 0.171 -2.699 -0.995 -0.5695
C -0.177 0.165 -0.402 -0.9127
C 0.452 1.325 0.239 -0.4979
C -0.349 1.955 1.367 -0.0521
H -0.977 -2.811 -1.048 0.0770
H 0.711 -2.829 -1.899 0.0162
H 0.381 -3.631 -0.346 0.0594
H 1.406 1.231 0.517 0.0866
H -0.753 1.088 2.084 0.1240
H 0.183 2.660 2.132 0.1063
H -1.168 2.544 0.842 0.1005
F 0.476 2.313 -0.794 -0.0865
S 0.863 -1.472 -0.077 0.7886
S -1.219 0.161 -1.620 0.7601



13
Properties=species:S:1:pos:R:3:lowdin_charge:R:1 method="wB97M-V/def2-TZVPD" homo_lumo_gap_ha=0.3493 e_homo_ha=-0.3663 lumo_ev=-0.46 charge=0 e_above_lowest_kj_mol=417.47 total_energy_ev=-7331.724
C 1.111 -0.281 -0.173 -0.2577
C -0.378 -0.271 -0.624 -0.1805
C -1.160 0.195 0.602 -0.3863
H 1.886 -0.614 -1.874 0.0713
H 1.445 0.729 -0.004 0.1090
H 1.162 -0.770 0.819 0.1117
H -0.627 -1.276 -0.900 0.0980
H -0.491 0.335 -1.574 0.1362
H -0.501 -0.097 1.524 0.1020
H -2.294 -0.100 0.754 0.1403
H -1.002 1.636 1.974 0.3150
O 1.946 -1.091 -1.045 -0.0716
O -1.096 1.606 0.521 -0.1875



58
Properties=species:S:1:pos:R:3:lowdin_charge:R:1 method="wB97M-V/def2-TZVPD" homo_lumo_gap_ha=0.2546 e_homo_ha=-0.1807 lumo_ev=2.01 charge=-1 total_energy_ev=-70435.721
N -2.290 3.420 2.587 -0.0587
C -1.000 3.282 1.778 -0.3158
C -1.239 4.027 0.388 -0.2847
C -0.439 3.421 -0.873 -0.3083
Al 1.178 2.247 -0.428 0.2330
C 2.970 2.993 -1.169 -0.2581
C 4.041 1.781 -1.143 -0.2944
O 5.180 2.042 -0.261 -0.0784
C 5.536 0.784 0.276 -0.2951
O 5.966 0.649 1.428 0.0277
P 0.762 0.092 -1.343 0.5384
O 0.999 -0.975 -0.212 -0.6669
H -1.988 3.225 3.556 0.0403
H -2.818 2.568 2.322 0.0490
H -0.215 3.867 2.349 0.1073
H -0.804 2.170 1.699 0.0772
H -2.355 4.021 0.112 0.0921
H -0.962 5.137 0.482 0.0962
H -0.054 4.317 -1.488 0.0434
H -1.167 2.862 -1.545 0.0296
H 1.420 2.008 1.121 -0.0466
H 2.841 3.436 -2.211 0.0387
H 3.301 3.816 -0.439 0.0571
H 4.343 1.614 -2.239 0.1204
H 3.545 0.815 -0.787 0.0675
H 5.440 -0.169 -0.358 0.1595
H 1.721 -0.239 -2.385 -0.0627
H -0.588 -0.023 -1.869 -0.0636
O -6.234 1.285 4.592 -0.2791
S -5.030 0.947 5.301 0.5992
O -3.737 1.390 4.854 -0.2792
O -4.984 -0.653 5.527 -0.2680
C -5.074 -1.503 4.381 -0.2694
C -3.782 -1.515 3.584 -0.0710
C -5.217 1.412 6.998 -0.1259
H -5.922 -1.215 3.755 0.1147
H -5.274 -2.511 4.752 0.1194
H -3.583 -0.538 3.141 0.0688
H -3.833 -2.245 2.774 0.0830
H -2.933 -1.755 4.228 0.0880
H -6.179 1.054 7.361 0.0709
H -5.176 2.500 7.048 0.0764
H -4.397 0.985 7.573 0.0737
O 4.027 -2.799 -4.195 -0.2835
S 3.151 -3.929 -4.036 0.5989
O 3.635 -5.282 -4.140 -0.2963
O 1.883 -3.752 -5.024 -0.2650
C 2.128 -3.574 -6.418 -0.2722
C 2.549 -4.870 -7.087 -0.0827
C 2.277 -3.768 -2.507 -0.1121
H 2.870 -2.787 -6.579 0.1156
H 1.191 -3.231 -6.863 0.1207
H 3.518 -5.210 -6.715 0.0673
H 2.633 -4.739 -8.168 0.0765
H 1.827 -5.663 -6.879 0.0827
H 1.876 -2.759 -2.429 0.0452
H 2.984 -3.954 -1.699 0.0830
H 1.479 -4.509 -2.478 0.0767



17
Properties=species:S:1:pos:R:3:lowdin_charge:R:1 method="wB97M-V/def2-TZVPD" homo_lumo_gap_ha=0.3236 e_homo_ha=-0.1715 lumo_ev=4.14 charge=-1 e_above_lowest_kj_mol=12.46 total_energy_ev=-10443.760
C 0.532 0.626 -0.532 -0.4427
O -0.240 -0.062 0.374 -0.3504
C 1.975 0.092 -0.720 -0.1096
H 0.687 1.699 -0.297 0.0966
H 0.055 0.646 -1.527 0.0947
H 2.413 0.690 -1.524 0.0532
H 1.915 -0.945 -1.058 0.0493
H 2.603 0.137 0.163 0.0590
H -1.357 1.296 2.727 0.0042
H -0.358 0.832 1.688 -0.0240
O -0.394 1.278 2.594 -0.1467
H -0.331 -2.564 -1.175 -0.0062
H -0.072 -1.728 0.069 -0.0020
O -0.127 -2.677 -0.259 -0.1189
H -2.991 0.337 0.349 -0.0196
H -1.674 0.032 -0.352 -0.0097
O -2.637 0.312 -0.521 -0.1270